(1)
{"formula": "Ag2O12S3", "method": "ωB97M-V with the def2-TZVPD basis set", "symbols": ["Ag", "Ag", "S", "O", "O", "O", "O", "S", "O", "O", "O", "O", "S", "O", "O", "O", "O"], "xyz": [[6.26958, 9.06926, 2.24729], [6.70102, 6.80664, 3.92690], [8.96472, 4.44542, 3.31744], [9.06214, 3.43487, 2.22678], [10.29636, 5.13289, 3.37290], [8.07644, 5.52573, 2.78502], [8.40825, 3.88426, 4.58962], [4.64456, 6.36659, 6.04356], [5.64538, 5.32751, 6.16146], [5.15243, 7.66296, 6.49292], [4.37856, 6.43711, 4.59602], [3.47300, 5.81657, 6.68036], [9.36832, 9.19015, 4.15800], [9.20039, 9.58087, 5.51866], [8.03744, 8.75316, 3.77322], [9.84914, 10.30461, 3.37400], [10.41902, 8.20511, 4.14720]], "forces_ev_per_angstrom": [[1.3, -0.7, 1.3], [-0.5, -1.0, 0.6], [2.1, 0.7, -0.3], [-0.5, -1.1, 0.0], [-0.5, -1.4, 1.2], [-2.0, 0.8, -0.4], [1.0, 0.4, -1.3], [2.1, -1.5, 0.0], [2.3, -0.8, 0.7], [-0.7, 0.9, 0.8], [-0.7, 1.5, -3.4], [-3.2, 0.6, 1.7], [5.1, 0.2, 2.2], [-1.0, 1.8, 3.8], [-4.6, -1.1, -3.1], [-0.5, 2.7, -2.6], [0.2, -1.9, -1.1]], "charge": -4, "gap_ev": 2.79, "e_homo_ev": 4.758}


(2)
{"formula": "Ag2O40Pb7S10", "method": "ωB97M-V with the def2-TZVPD basis set", "symbols": ["Ag", "Ag", "Pb", "Pb", "Pb", "Pb", "Pb", "Pb", "Pb", "S", "O", "O", "O", "O", "S", "O", "O", "O", "O", "S", "O", "O", "O", "O", "S", "O", "O", "O", "O", "S", "O", "O", "O", "O", "S", "O", "O", "O", "O", "S", "O", "O", "O", "O", "S", "O", "O", "O", "O", "S", "O", "O", "O", "O", "S", "O", "O", "O", "O"], "xyz": [[-1.57485, -4.35289, -0.67492], [2.71327, 3.82282, 0.99980], [0.45149, 2.04608, 3.70314], [0.07433, -0.36813, -4.54064], [-0.40779, -2.90880, 3.30302], [2.78413, 0.28273, -0.92183], [-2.54538, -2.79944, -3.67299], [-0.70443, -1.02598, -0.27763], [-2.67987, 2.50080, 0.20917], [-3.90945, -1.77943, -1.01391], [-4.26202, -1.88677, -2.54598], [-2.42291, -2.41833, -1.25634], [-3.58872, -0.45737, -0.54098], [-4.75780, -2.51116, -0.15686], [1.04475, -3.07914, -2.61043], [1.52725, -4.32720, -3.05371], [-0.07114, -2.51257, -3.59445], [0.23329, -3.22365, -1.39390], [2.00552, -1.99734, -2.38575], [3.09800, 3.85240, 4.43918], [3.21112, 2.58629, 3.59260], [3.14620, 4.97920, 3.39381], [1.89658, 3.92244, 5.19980], [4.33733, 4.17097, 5.07451], [4.95544, 2.36315, -1.27126], [4.87804, 0.88866, -0.92397], [3.63031, 2.97641, -0.68180], [6.15815, 2.77854, -0.72257], [4.83492, 2.53787, -2.71478], [2.08576, -0.59161, 2.15579], [3.46501, -0.96052, 1.82486], [1.06973, -1.68660, 1.65099], [1.80837, -0.23494, 3.49862], [1.78432, 0.69099, 1.39973], [-2.96355, -0.47322, -5.56462], [-3.51191, -1.89117, -5.66688], [-3.95497, 0.52916, -5.74272], [-2.32270, -0.56977, -4.20830], [-1.84990, -0.08766, -6.46802], [-0.17559, 1.72458, -2.46633], [-0.46432, 0.23702, -2.59136], [1.22951, 1.77520, -2.15060], [-0.61815, 2.26470, -3.73720], [-1.12883, 2.08165, -1.36216], [-0.68147, 4.44843, 2.21767], [-0.43266, 5.72529, 2.63499], [-1.28996, 4.36830, 0.85780], [0.53272, 3.74562, 1.97593], [-1.45724, 3.68942, 3.23856], [-1.00599, -5.62873, 2.24742], [0.17028, -4.76042, 1.85724], [-0.55773, -6.80001, 3.04254], [-1.93572, -4.86133, 3.13491], [-1.79337, -6.01473, 1.04114], [-2.01908, -0.15951, 2.53954], [-1.53326, 0.78371, 1.44693], [-1.15589, 0.04962, 3.70085], [-3.48417, 0.07319, 2.69699], [-1.86499, -1.52683, 1.83536]], "forces_ev_per_angstrom": [[-0.1, -1.6, 1.2], [-0.7, 0.0, 1.4], [0.5, -0.3, -0.2], [-0.1, -0.7, -2.3], [0.0, -0.9, -0.6], [-1.7, -1.7, 0.8], [-0.7, -1.0, -0.4], [0.0, -0.5, -0.2], [0.5, -0.1, 0.7], [1.8, -0.7, -4.3], [-1.0, 0.8, 3.1], [-0.7, 0.7, 1.5], [0.2, 1.5, -0.1], [-0.4, -0.9, 0.3], [-2.4, 1.5, -0.2], [0.9, -0.9, -0.9], [1.5, 0.1, -0.3], [-0.1, 0.2, 1.6], [0.6, 0.5, -0.5], [0.7, -2.4, -4.2], [-1.2, 1.8, 1.5], [-0.2, 0.5, -0.1], [-1.1, -0.2, 0.8], [1.4, 0.5, 1.3], [-1.6, -3.2, 0.8], [0.0, 1.2, -0.6], [2.1, -0.7, -1.9], [2.3, 2.8, 1.2], [-0.9, 0.7, -0.1], [0.3, -1.0, -3.2], [-1.1, -0.2, 0.0], [1.4, 1.6, 0.8], [-0.5, -0.4, 3.3], [-0.5, 0.4, -1.5], [-0.7, -0.4, -3.0], [0.6, 1.0, -0.7], [-1.4, 0.4, 1.0], [1.6, 0.4, 2.2], [0.9, -1.5, 0.3], [-4.0, -1.2, -0.6], [0.2, -0.7, 1.8], [1.4, 1.6, 0.6], [1.2, 0.8, 0.5], [1.4, 0.8, 0.1], [-4.3, -1.5, -0.8], [0.6, 5.6, 1.4], [-2.3, -0.4, -0.8], [6.1, -3.8, 0.0], [0.0, -0.9, -0.5], [-0.9, -4.0, 1.2], [-0.4, 1.4, 0.4], [-0.1, 1.4, -1.6], [0.6, 2.2, 0.2], [0.9, 0.7, -0.5], [-5.0, 0.6, -2.2], [0.7, 1.0, -0.3], [-0.2, -0.9, 0.1], [3.2, -0.3, 0.6], [0.9, 0.1, 1.7]], "charge": -2, "s_squared": 2.0202, "spin_multiplicity": 3, "gap_ev": [7.76, 2.84], "e_homo_ev": [-5.136, -5.136]}


(3)
{"formula": "Ag3Cl", "method": "ωB97M-V with the def2-TZVPD basis set", "symbols": ["Ag", "Ag", "Ag", "Cl"], "xyz": [[-0.52409, 1.47771, -1.82045], [0.97734, -1.83442, -0.45721], [-1.27987, -0.31239, 1.79167], [0.82661, 0.66911, 0.48599]], "forces_ev_per_angstrom": [[0.4, 0.2, 0.4], [0.3, 0.5, 0.2], [0.4, 0.4, 0.1], [-1.1, -1.0, -0.7]], "charge": 2, "e_above_lowest_ev": 0.313, "gap_ev": 9.51, "e_homo_ev": -19.738}


(4)
{"formula": "AgF4V2", "method": "ωB97M-V with the def2-TZVPD basis set", "symbols": ["Ag", "V", "V", "F", "F", "F", "F"], "xyz": [[-15.03650, -29.16789, -5.57029], [-17.08509, -27.39662, -7.98609], [-18.13944, -29.84291, -5.93280], [-18.96466, -28.57703, -7.50002], [-16.54894, -30.50408, -4.53864], [-14.86275, -27.69704, -7.42269], [-17.06063, -27.85391, -5.58298]], "forces_ev_per_angstrom": [[-1.6, 1.1, -0.3], [0.3, -0.6, 1.9], [0.1, 1.6, 0.8], [2.8, -0.5, 0.6], [0.0, 1.3, -2.2], [-2.1, -1.1, 0.7], [0.5, -1.8, -1.5]], "charge": 2, "s_squared": 15.7622, "spin_multiplicity": 8, "gap_ev": [9.71, 6.47], "e_homo_ev": [-19.947, -21.116]}


(5)
{"formula": "AgH38O19", "method": "ωB97M-V with the def2-TZVPD basis set", "symbols": ["Ag", "O", "H", "H", "O", "H", "H", "O", "H", "H", "O", "H", "H", "O", "H", "H", "O", "H", "H", "O", "H", "H", "O", "H", "H", "O", "H", "H", "O", "H", "H", "O", "H", "H", "O", "H", "H", "O", "H", "H", "O", "H", "H", "O", "H", "H", "O", "H", "H", "O", "H", "H", "O", "H", "H", "O", "H", "H"], "xyz": [[-5.47351, -32.43396, 2.11803], [-3.24570, -31.91856, 5.65098], [-2.90572, -32.78923, 5.85733], [-2.90860, -31.35755, 6.34946], [-5.41600, -30.74997, -2.19084], [-4.75781, -30.97708, -2.84768], [-5.32151, -29.80473, -2.07325], [-7.66497, -33.37998, 2.68173], [-7.98077, -33.35872, 3.58509], [-8.21923, -34.02938, 2.24896], [-5.73443, -37.23302, 1.59152], [-6.14944, -38.01988, 1.23818], [-4.85027, -37.24277, 1.22490], [-3.38868, -32.99444, -1.06322], [-3.46006, -32.84439, -2.00589], [-3.60693, -33.91955, -0.95026], [-7.17820, -29.40234, 5.02544], [-7.76830, -29.65861, 5.73421], [-7.27230, -28.45159, 4.96676], [-6.54004, -34.86512, 6.28744], [-6.25489, -35.56790, 5.70348], [-7.47466, -34.76651, 6.10576], [-4.57736, -33.91094, 3.53900], [-4.93192, -34.79601, 3.62375], [-3.83219, -33.89241, 4.13952], [-11.30665, -32.07715, 1.75261], [-10.39160, -32.13940, 1.47865], [-11.26915, -32.04235, 2.70844], [-6.64473, -36.25699, 3.98589], [-7.32103, -36.92892, 3.90008], [-6.08743, -36.37785, 3.21710], [-6.64285, -32.09661, 0.02664], [-6.50893, -31.84607, -0.88743], [-7.53045, -31.80085, 0.22898], [-5.51393, -34.47856, 1.06605], [-6.33057, -34.90273, 0.80260], [-4.94368, -35.19996, 1.33182], [-7.94801, -35.14623, 0.23500], [-7.93385, -35.59653, -0.60955], [-8.15383, -34.23679, 0.01864], [-5.52847, -30.01388, 1.53369], [-5.96197, -29.33957, 2.05676], [-5.53191, -29.66525, 0.64225], [-4.38411, -27.86838, 4.41555], [-4.09485, -27.58611, 5.28323], [-3.98595, -28.73096, 4.29867], [-1.38779, -30.09462, 3.30742], [-0.89976, -30.70378, 3.86147], [-0.83918, -29.31108, 3.27105], [-5.42506, -31.09383, 4.06850], [-6.17470, -30.60238, 4.40426], [-4.91179, -31.31018, 4.84695], [-3.34686, -32.03108, 1.45559], [-3.20689, -32.37194, 0.57217], [-2.46718, -31.84134, 1.78179], [-8.48484, -30.46934, 1.96982], [-8.98763, -30.89607, 2.66361], [-8.79117, -29.56249, 1.97450]], "forces_ev_per_angstrom": [[-0.2, 0.6, 0.2], [-0.1, 0.0, -0.4], [0.1, -0.2, 0.3], [0.1, 0.2, 0.3], [-0.2, -0.2, 0.3], [0.1, 0.0, -0.3], [0.0, 0.3, -0.1], [0.1, 0.7, 0.0], [0.2, 0.0, 0.5], [0.0, -0.5, -0.3], [0.2, 0.4, -0.1], [-0.3, -0.4, 0.0], [0.4, -0.4, -0.1], [0.0, -0.1, 0.2], [0.1, 0.2, -0.2], [-0.1, -0.3, 0.0], [-0.4, -0.2, 0.1], [-0.2, -0.1, 0.3], [0.3, 0.4, -0.1], [0.3, 0.6, 0.5], [-0.1, -0.3, -0.2], [-0.2, -0.1, 0.1], [0.6, -0.7, 0.4], [-0.4, -0.1, 0.3], [0.2, 0.3, 0.2], [0.0, -0.1, -0.1], [0.2, 0.1, -0.2], [-0.3, 0.0, 0.3], [0.0, 0.5, 0.2], [-0.2, -0.3, 0.0], [-0.1, -0.6, -0.5], [-0.6, -0.7, 0.2], [0.7, 0.3, -0.6], [-0.4, 0.5, 0.4], [1.4, 0.9, 0.0], [-1.3, -0.2, -0.4], [0.2, 0.2, 0.3], [0.1, 0.0, 0.5], [-0.2, -0.3, -0.3], [-0.1, 0.4, -0.3], [0.2, 0.0, 0.1], [-0.1, 0.2, 0.4], [0.1, -0.1, -0.3], [-0.3, 0.0, -0.1], [0.1, 0.2, 0.2], [0.2, -0.3, -0.2], [-0.4, -0.3, -0.1], [0.2, -0.1, 0.2], [0.2, 0.3, -0.1], [0.3, -0.7, -1.2], [-0.8, 0.8, 0.0], [0.8, -0.6, 0.3], [-0.3, -0.1, 0.3], [-0.1, -0.1, -1.1], [0.2, 0.5, 0.7], [0.3, -0.4, -0.2], [-0.1, 0.0, 0.2], [-0.2, 0.3, -0.1]], "charge": 2, "s_squared": 0.7513, "spin_multiplicity": 2, "gap_ev": [10.26, 6.05], "e_homo_ev": [-15.665, -15.665]}


(6)
{"formula": "AlBH10O3", "method": "ωB97M-V with the def2-TZVPD basis set", "symbols": ["Al", "B", "H", "H", "H", "H", "O", "H", "H", "O", "H", "H", "O", "H", "H"], "xyz": [[0.26689, -0.03209, -0.52503], [-0.29371, 2.11586, 0.46209], [0.55816, 2.18640, -0.19638], [-0.98804, 1.31383, 0.26491], [0.06477, 2.14560, 1.47936], [-0.82409, 3.04058, 0.29522], [0.86918, -1.92412, -1.43655], [0.93286, -1.94537, -2.39139], [1.20885, -2.77338, -1.15441], [0.85575, 0.37483, 1.46738], [0.74213, 1.19264, 1.95166], [1.19997, -0.24121, 2.11410], [-1.20840, -1.60360, -0.72555], [-1.44542, -2.13191, -1.48775], [-1.93889, -1.71807, -0.11767]], "forces_ev_per_angstrom": [[-1.4, 0.7, 3.1], [0.2, 0.1, 0.5], [4.1, 0.4, -3.6], [-3.9, -3.9, -1.0], [0.5, 0.8, 2.9], [-2.2, 2.9, -1.9], [1.0, 2.2, -0.3], [0.4, 0.1, -0.9], [0.5, -0.6, 0.8], [1.5, -4.9, -1.1], [-0.4, 1.2, -0.2], [0.5, -1.0, 0.3], [-0.3, 1.9, 1.4], [0.1, -0.2, -0.7], [-0.8, 0.3, 0.6]], "charge": 2, "e_above_lowest_ev": 1.286, "gap_ev": 7.07, "e_homo_ev": -19.340}


| no. | total energy (hartree) |
| --- | --- |
| 1 | -2390.993653 |
| 2 | -8635.928280 |
| 3 | -900.392612 |
| 4 | -2433.630341 |
| 5 | -1598.722410 |
| 6 | -498.156030 |